Record 1
Molecular formula: C28H25BrLaOSi
Method: DFT, ωB97M-V/def2-TZVPD

Positions of all 57 atoms, in Å:
C: -1.2496 -1.3118 -4.6102
C: -1.6626 -2.4499 -3.8191
C: -2.6031 -1.9926 -2.8367
H: -1.1795 -3.4403 -3.9112
C: -2.6852 -0.5652 -2.9853
C: -1.8784 -0.1680 -4.0890
H: -1.8524 0.8190 -4.5697
H: -0.6572 -1.3588 -5.5444
H: -2.8273 -2.5268 -1.8994
H: -3.2169 0.1416 -2.3477
La: -0.6044 -1.4657 -1.4504
Br: 1.5807 -3.3369 -1.7772
C: 2.9692 1.3030 -2.8287
C: 2.0247 2.0058 -3.6297
C: 1.7233 1.1756 -4.7755
H: 1.4556 2.9022 -3.3375
C: 2.4826 -0.0127 -4.6629
C: 3.2512 0.0531 -3.4586
H: 3.7850 -0.7943 -3.0168
H: 3.2788 1.5644 -1.8131
H: 0.8917 1.3521 -5.4808
H: 2.3366 -0.9179 -5.2731
O: -0.2973 0.5571 -0.3274
Si: -0.1572 0.3846 1.2875
C: 1.1779 1.5255 1.7356
C: 2.4842 1.3142 1.2655
C: 3.5055 2.1917 1.6614
C: 3.1947 3.3061 2.4615
C: 1.8756 3.5470 2.8577
C: 0.8592 2.6716 2.4666
C: -1.8167 0.8221 1.9633
C: -1.9964 0.7125 3.3385
C: -3.2491 0.9476 3.8983
C: -4.3320 1.2658 3.0737
C: -4.1599 1.3591 1.6817
C: -2.8932 1.1457 1.1220
C: 0.2486 -1.3854 1.7304
C: 1.3898 -1.6933 2.4831
C: 1.6279 -3.0030 2.9204
C: 0.6935 -4.0124 2.6473
C: -0.4685 -3.7077 1.9271
C: -0.6973 -2.4031 1.4661
H: 2.7241 0.4497 0.6236
H: 4.5362 2.0046 1.3359
H: 3.9865 3.9976 2.7509
H: 1.6219 4.4174 3.4643
H: -0.1764 2.8563 2.7568
H: -1.1556 0.4323 3.9698
H: -3.3771 0.8708 4.9707
H: -5.3179 1.4330 3.5135
H: -5.0179 1.5942 1.0366
H: -2.7666 1.2232 0.0281
H: 2.0780 -0.8929 2.7876
H: 2.5288 -3.2255 3.4935
H: 0.8641 -5.0277 3.0113
H: -1.2131 -4.4890 1.7282
H: -1.6674 -2.1656 0.9862

The gap between HOMO and LUMO is 4.182 eV. As for the energy above the lowest of the compared OMol25 structures with the same formula, charge and spin: 15.62 kcal per mole. The multiplicity is 1. The value obtained for the largest force on an atom is 3.50 eV/A. The value obtained for the lowest unoccupied orbital energy is 1.7 eV. As for the total energy: -110272.3790 eV. As for the total charge: -1.


Record 2
Molecular formula: C28H25ClCuNP
Method: DFT, ωB97M-V/def2-TZVPD

Positions of all 57 atoms, in Å:
C: 3.5970 -1.3285 -0.5596
C: 3.7762 -2.2019 -1.6927
C: 3.1918 -3.4442 -1.3774
H: 4.2666 -1.9746 -2.6371
C: 2.5666 -3.3634 -0.1192
C: 2.8284 -2.0580 0.4323
H: 2.5596 -1.6883 1.4192
H: 3.9532 -0.3092 -0.4302
H: 3.2322 -4.3125 -2.0285
H: 1.9752 -4.1310 0.3686
Cu: 1.3419 -1.1615 -0.6851
Cl: 1.9249 -0.3928 -2.7145
C: -0.9529 -2.1182 -2.6492
C: -0.7398 -3.3121 -1.9206
C: 0.4305 -3.9526 -2.4373
H: -1.3550 -3.7063 -1.1235
C: 0.9390 -3.1599 -3.4789
C: 0.0723 -2.0300 -3.6431
H: 0.1311 -1.2811 -4.4211
H: -1.7565 -1.3949 -2.5149
H: 0.8677 -4.8757 -2.0693
H: 1.8432 -3.3313 -4.0477
N: -0.0450 -1.1264 0.6197
P: -0.5732 0.3556 0.7719
C: 0.7781 1.5638 1.1515
C: 0.7691 2.2876 2.3619
C: 1.9078 2.9438 2.8234
C: 3.0948 2.8666 2.1036
C: 3.1419 2.0872 0.9472
C: 1.9737 1.5623 0.4039
C: -1.6479 0.9883 -0.6042
C: -1.1602 1.1962 -1.8958
C: -1.9901 1.7681 -2.8650
C: -3.2978 2.1483 -2.5736
C: -3.8669 1.7693 -1.3625
C: -3.0483 1.1185 -0.4255
C: -1.7202 0.7126 2.1917
C: -2.3412 1.9780 2.1655
C: -3.1421 2.4236 3.2107
C: -3.2387 1.5950 4.3320
C: -2.5938 0.3534 4.3892
C: -1.8454 -0.1088 3.3114
H: -0.1389 2.3370 2.9606
H: 1.8796 3.5372 3.7288
H: 3.9858 3.4009 2.4289
H: 4.0965 1.8931 0.4633
H: 2.0301 1.1058 -0.5914
H: -0.1486 0.8455 -2.1481
H: -1.6403 1.8697 -3.8809
H: -3.9095 2.7165 -3.2712
H: -4.9328 1.9597 -1.1261
H: -3.5174 0.6987 0.4639
H: -2.1622 2.6374 1.3167
H: -3.6497 3.3858 3.1339
H: -3.8127 1.9431 5.1801
H: -2.5469 -0.2002 5.3212
H: -1.3811 -1.0856 3.2925

The gap between HOMO and LUMO (alpha / beta) is 4.121 / 4.018 eV. The multiplicity is 2. The value obtained for the largest force on an atom is 3.53 eV/A. The value obtained for the lowest unoccupied orbital energy (alpha / beta) is 4.5 / 4.5 eV. As for the total energy: -97378.7110 eV. As for the total charge: -2.


Record 3
Molecular formula: C28H25F4NO4
Method: DFT, ωB97M-V/def2-TZVPD

Positions of all 62 atoms, in Å:
F: -3.2419 2.5460 2.0893
C: -2.9646 1.1994 2.2155
C: -3.9784 0.2890 1.9109
C: -3.6380 -1.0582 1.9927
F: -4.6068 -1.9987 1.6875
C: -2.3981 -1.5041 2.4142
C: -1.3749 -0.5633 2.7555
C: -0.0956 -1.0869 3.1081
C: 1.1513 -0.6091 2.6071
C: 2.2180 -1.5488 2.4750
C: 3.4913 -1.1280 2.1462
F: 4.4929 -2.0670 2.0657
C: 3.8288 0.2150 1.9498
C: 2.7614 1.1102 1.9682
F: 3.0473 2.4518 1.8280
C: 1.4403 0.7398 2.2129
C: -1.7052 0.8264 2.6851
H: -4.9913 0.6062 1.6617
H: -2.1592 -2.5651 2.4750
H: -0.0909 -2.0572 3.6138
H: 1.9995 -2.5969 2.6785
H: 4.8578 0.5336 1.8168
H: 0.6517 1.4815 2.1618
H: -0.9960 1.5763 3.0426
C: -5.2944 -4.5331 3.6730
N: -4.3052 -5.3108 4.3819
C: -4.5328 -6.7386 4.4127
C: -3.2845 -4.6957 5.1141
C: -3.4951 -4.3086 6.4544
C: -2.4833 -3.6779 7.1629
C: -1.2554 -3.4258 6.5550
C: -0.2003 -2.6045 7.2845
C: -0.3664 -1.1570 7.0667
C: 0.4932 -0.4783 6.1442
O: 1.3197 -1.0744 5.4581
O: 0.3307 0.8894 6.0293
C: -0.1483 1.4955 7.2556
C: 0.8615 1.2717 8.3715
C: -0.4054 2.9860 7.0006
O: -1.4330 0.9282 7.5762
C: -1.4119 -0.4410 7.7671
O: -2.2417 -0.9585 8.4881
C: -1.0124 -3.8541 5.2505
C: -2.0186 -4.4723 4.5251
H: -4.9872 -3.4805 3.6527
H: -5.3707 -4.9004 2.6403
H: -6.2786 -4.6210 4.1603
H: -3.7166 -7.2411 4.9442
H: -5.4857 -6.9749 4.9095
H: -4.5812 -7.1233 3.3854
H: -4.4549 -4.5191 6.9241
H: -2.6422 -3.3353 8.1839
H: -0.2790 -2.8156 8.3641
H: 0.7890 -2.8744 6.8881
H: 1.0215 0.1993 8.5580
H: 1.8171 1.7347 8.0989
H: 0.4953 1.7589 9.2816
H: -1.1696 3.1101 6.2267
H: -0.7515 3.4468 7.9310
H: 0.5095 3.4989 6.6929
H: -0.0277 -3.6771 4.8148
H: -1.8415 -4.8184 3.5065

The gap between HOMO and LUMO is 3.542 eV. The multiplicity is 1. The value obtained for the largest force on an atom is 2.71 eV/A. The value obtained for the lowest unoccupied orbital energy is -3.5 eV. As for the total energy: -49988.2647 eV.


Record 4
Molecular formula: C28H25GeHfN2O6
Method: DFT, ωB97M-V/def2-TZVPD

Positions of all 63 atoms, in Å:
Hf: -0.8431 -0.3994 0.4617
O: 3.0099 -2.0730 2.7612
C: 1.8622 -1.5673 2.3017
O: 2.0590 -0.5995 1.3978
C: 0.6558 -2.1187 2.6523
C: 0.5587 -3.1234 3.6437
C: -0.6609 -3.5232 4.1275
C: -1.8112 -2.8057 3.7361
C: -1.7054 -1.8602 2.7478
N: -0.5280 -1.6711 2.0219
C: -2.6915 -0.8786 2.4256
O: -3.9709 -0.9812 2.7384
O: -2.3431 0.1594 1.7711
H: 3.7426 -1.6112 2.3310
H: 1.4810 -3.5260 4.0402
H: -0.7304 -4.2858 4.8886
H: -2.7320 -2.9397 4.2915
H: -4.1522 -1.8076 3.2025
N: -4.9498 0.5031 -0.2775
C: -4.4490 -0.7781 -0.7523
C: -2.9473 -0.8190 -0.6196
O: -2.2348 0.1914 -0.9074
O: -2.3564 -1.8273 -0.1287
H: -4.7262 0.6418 0.6989
H: -5.9545 0.5525 -0.3745
H: -4.6840 -0.8645 -1.8164
H: -4.8400 -1.6645 -0.2432
C: 1.0394 0.4538 1.1893
Ge: 1.4603 1.0893 -0.6453
C: 0.1823 2.5478 -0.9733
C: 0.3172 3.4750 -2.0032
C: -0.6838 4.4057 -2.2410
C: -1.8331 4.4109 -1.4609
C: -1.9758 3.4996 -0.4264
C: -0.9667 2.5848 -0.1776
C: 3.3828 1.3266 -0.9385
C: 3.9965 2.4702 -0.4328
C: 5.3790 2.5677 -0.4254
C: 6.1509 1.5223 -0.9158
C: 5.5414 0.3898 -1.4366
C: 4.1577 0.2887 -1.4446
C: 0.6417 -0.4842 -1.6166
C: -0.1179 -0.2784 -2.7695
C: -0.7982 -1.3256 -3.3762
C: -0.7618 -2.5974 -2.8227
C: -0.0093 -2.8335 -1.6813
C: 0.6955 -1.7921 -1.0845
H: 1.1488 1.1909 1.9850
H: 1.2128 3.4690 -2.6139
H: -0.5683 5.1245 -3.0417
H: -2.6123 5.1353 -1.6548
H: -2.8687 3.4984 0.1851
H: -1.0636 1.9188 0.6845
H: 3.3867 3.2830 -0.0533
H: 5.8580 3.4522 -0.0264
H: 7.2303 1.5932 -0.8892
H: 6.1431 -0.4186 -1.8316
H: 3.6792 -0.5934 -1.8562
H: -0.1708 0.7129 -3.2042
H: -1.3720 -1.1429 -4.2756
H: -1.3134 -3.4055 -3.2846
H: 0.0619 -3.8327 -1.2723
H: 1.3916 -2.0296 -0.2878

The gap between HOMO and LUMO (alpha / beta) is 5.804 / 5.740 eV. As for the energy above the lowest of the compared OMol25 structures with the same formula, charge and spin: 78.43 kcal per mole. The multiplicity is 1. The value obtained for the largest force on an atom is 2.03 eV/A. The value obtained for the lowest unoccupied orbital energy (alpha / beta) is -3.6 / -3.6 eV. As for the total energy: -102524.3816 eV. As for the total charge: +1.


- Which of these has the highest total energy?
  C28H25F4NO4


- Which formula does entry 2 have?
  C28H25ClCuNP